Entry 1:
ORCA calculation (ωB97M-V/def2-TZVPD) on 7 unconnected molecules or ions with the total composition C22H53N7O7.

Results
Kohn-Sham gap (alpha / beta) = 6.653 / 1.889 eV
Multiplicity = 2
Total charge = +1
HOMO level (alpha / beta) = -10.180 / -10.180 eV
Maximum force = 0.10796 Eh/bohr
Total energy = -48424.665 eV
<S²> = 0.78

Geometry as XYZ:
```
89
Properties=species:S:1:pos:R:3:forces:R:3
C 1.7956 -7.7583 4.4052 -0.774 2.014 0.638
C 0.3444 -7.3125 4.2587 -1.079 -0.749 -0.113
C 0.1391 -5.9520 3.5905 0.212 0.427 -0.487
O -1.1925 -5.7385 3.0901 0.453 -0.734 1.107
C -1.4027 -4.4581 2.5435 -0.137 0.036 0.851
N -0.3754 -8.3178 3.5392 -0.866 -0.863 -0.965
H 2.3049 -7.7832 3.4418 0.073 -0.306 0.178
H 1.8861 -8.6396 5.0401 -0.022 -0.041 -0.473
H 2.1085 -6.8906 4.9859 1.357 -0.095 0.122
H -0.1103 -7.2730 5.2485 0.135 0.129 0.255
H 0.7787 -5.8578 2.7129 0.546 -0.068 -0.121
H 0.4594 -5.2059 4.3176 -0.247 0.590 0.007
H -1.2320 -3.6917 3.2996 0.496 0.228 0.139
H -2.4758 -4.3573 2.3809 0.143 -0.251 -0.724
H -0.7597 -4.2772 1.6822 -0.270 0.131 -0.240
H -0.3548 -8.0157 2.5757 0.177 -0.432 -0.567
H -1.3673 -8.2586 3.7202 -0.200 -0.003 0.338
C -3.4153 -4.5888 -4.8581 -4.981 1.754 1.711
O -4.5557 -4.4742 -4.2817 2.246 -1.132 -2.821
N -2.3737 -4.4274 -4.1233 4.070 -0.274 2.802
C -1.0691 -4.1057 -4.6964 -0.361 -0.716 -0.074
C -2.3973 -4.3388 -2.6325 -0.436 0.442 -0.973
H -3.1371 -4.5767 -5.9233 -0.895 -0.457 -0.157
H -0.2345 -4.6916 -4.3114 -0.249 -0.275 0.421
H -0.8263 -3.0659 -4.4776 -0.035 0.178 -0.495
H -1.1316 -4.3899 -5.7469 0.220 0.690 -0.178
H -1.5685 -4.9370 -2.2540 -0.090 0.166 0.113
H -2.2907 -3.2838 -2.3804 0.417 0.028 0.219
H -3.3503 -4.6175 -2.1827 0.115 -0.392 -0.520
C 4.4783 4.3894 -1.3039 0.928 -0.332 -1.220
O 5.4854 3.7008 -1.4486 -1.667 1.250 0.434
N 3.7212 4.3516 -0.1572 -2.310 -0.251 2.162
C 2.3023 4.9113 -0.0599 1.316 0.990 0.000
C 4.1215 3.5702 1.0098 -0.099 0.589 -0.115
H 3.9826 5.0745 -2.0090 0.611 -0.271 -0.420
H 2.3552 5.5392 0.8295 -0.108 -0.184 0.284
H 1.5077 4.1740 0.0547 0.457 -0.568 0.027
H 1.9990 5.5782 -0.8669 0.534 -0.456 -0.446
H 3.5432 2.6581 0.8621 0.558 -0.807 0.080
H 5.2045 3.5237 1.1245 -0.205 -0.599 -0.479
H 3.7125 3.9617 1.9412 -0.221 0.493 -0.258
C -1.7630 3.5613 0.8581 -0.192 0.792 -0.454
O -1.2457 2.7753 1.6006 0.980 -1.314 1.059
N -2.8600 4.2729 1.1572 -0.428 1.143 -3.810
C -3.3931 4.2832 2.4544 0.278 -0.811 0.775
C -3.2637 5.3420 0.2060 -0.180 -0.960 -0.432
H -1.3099 3.7928 -0.1183 -0.279 0.066 -0.262
H -3.2081 3.2930 2.8707 0.407 0.246 0.410
H -4.4809 4.3495 2.4745 0.162 0.870 -0.028
H -2.7508 5.0592 2.8708 -1.014 0.137 1.567
H -2.7242 5.1927 -0.7292 0.381 0.122 0.159
H -4.2952 5.2388 -0.1309 -0.253 -0.145 0.509
H -3.1367 6.3735 0.5347 0.266 -0.140 0.447
C 2.0521 -1.5130 2.9086 -0.044 0.090 0.781
O 2.6668 -1.0789 1.9452 -0.401 0.257 0.350
N 1.1112 -0.8567 3.6477 0.459 1.488 -0.117
C 0.2502 -1.4939 4.6526 0.822 -0.644 -1.434
C 0.8986 0.5897 3.4398 -0.720 -0.867 0.857
H 2.2854 -2.4936 3.3514 -0.200 -0.245 -0.279
H 0.1968 -0.9958 5.6206 0.318 0.128 -0.170
H 0.6919 -2.4884 4.7164 -0.398 -0.187 0.614
H -0.7424 -1.5944 4.2136 -0.174 0.028 0.265
H 1.6162 0.9946 2.7263 -0.468 -0.122 -0.099
H -0.1661 0.7305 3.2535 0.089 0.281 -1.049
H 0.9667 1.1102 4.3950 0.675 -0.039 0.240
C 0.8855 4.1891 -3.7606 0.001 1.018 3.228
O 0.6803 4.4735 -2.5304 0.728 -1.282 -2.395
N 0.7048 5.0620 -4.7097 -0.340 1.526 -3.077
C 0.9332 4.7026 -6.1668 -0.325 0.002 1.381
C 0.2725 6.4636 -4.5361 -0.038 -0.014 -0.147
H 1.3349 3.2685 -4.1640 -0.343 -0.293 0.599
H 0.0162 4.9228 -6.7133 -0.006 -0.285 0.041
H 1.1814 3.6415 -6.1925 -0.120 0.099 -0.264
H 1.7300 5.2747 -6.6422 0.127 0.107 0.402
H 1.1280 7.1243 -4.6761 0.157 -0.024 0.280
H -0.4128 6.7494 -5.3341 -0.085 -0.365 -0.097
H -0.2442 6.6971 -3.6052 0.361 -0.506 0.100
C -0.3280 -0.7698 0.1777 -0.398 -1.335 -1.140
O -0.9315 -1.8614 0.1074 1.183 2.514 0.626
N -0.3513 0.1762 -0.8073 1.114 0.839 -1.070
C 0.7436 1.2159 -0.9701 -0.402 -1.078 0.673
C -1.0934 -0.0202 -2.0431 -0.233 1.129 -0.183
H 0.3522 -0.3985 0.9597 -0.251 -0.690 0.406
H 0.3980 2.2183 -1.2227 -0.574 -0.006 0.516
H 1.4678 1.0321 -1.7637 -0.317 -0.884 -0.541
H 1.4020 1.1872 -0.1018 -0.435 0.247 0.460
H -1.8768 -0.7780 -2.0279 0.556 -0.197 0.279
H -1.5931 0.9259 -2.2511 -0.333 0.168 0.051
H -0.4053 -0.0882 -2.8856 0.072 -0.742 -0.072
```
Forces are in eV/Å.


Entry 2:
ORCA calculation (ωB97M-V/def2-TZVPD) on 4 unconnected molecules or ions with the total composition C22H53NO17P2S3.

Results
Kohn-Sham gap = 8.583 eV
Total charge = 0
HOMO level = -9.041 eV
Maximum force = 0.14620 Eh/bohr
Total energy = -111045.372 eV

Geometry as XYZ:
```
98
Properties=species:S:1:pos:R:3:forces:R:3
C -1.9786 -4.3267 -2.3085 -0.018 -0.282 0.575
C -1.9108 -3.0451 -1.4234 1.954 -0.910 0.628
C -0.4132 -2.5303 -1.4718 0.039 -0.701 0.531
C -3.0497 -2.0249 -1.3309 -0.884 0.059 0.463
C -3.6652 -1.1708 -2.5068 1.270 -1.727 -0.517
P -2.1496 -0.2189 -3.1705 2.684 2.669 0.987
N -1.3018 0.3858 -1.9703 -1.729 -0.968 -1.158
O -2.4701 1.0771 -4.1655 0.043 -1.722 0.358
O -1.2509 -1.2686 -4.1516 -2.101 0.713 1.060
C -4.3301 -1.9226 -3.7055 1.009 -0.276 -0.117
C -5.8203 -2.3687 -3.7612 -0.913 0.313 -2.134
C -6.2207 -2.1385 -5.3053 0.684 -0.799 -0.350
O -6.2855 -0.7864 -5.6828 0.309 0.660 1.339
O -6.0109 -0.6414 -7.0473 -0.456 -0.702 -1.371
C -6.0905 -3.9400 -3.7683 -0.558 1.661 0.222
S -5.2771 -4.9750 -2.5367 -0.417 -7.504 -0.195
O -6.2290 -5.8838 -1.8176 1.154 3.125 -0.867
O -4.3529 -5.8764 -3.3081 -1.044 3.140 0.925
C -6.9850 -1.6366 -3.0048 -1.481 -1.816 -0.257
P -7.5670 -2.3246 -1.3277 -2.148 1.138 1.382
O -8.2359 -3.8232 -1.5007 0.710 2.288 -0.723
O -8.9459 -1.3653 -1.0642 1.283 -1.749 -1.172
S -6.4515 -2.0431 0.1963 0.543 -0.461 -0.038
O -7.0407 -0.2303 -2.9732 1.468 -0.999 1.057
S -5.6634 0.6383 -2.4340 0.437 2.108 -2.784
O -5.1972 1.1277 -3.7676 -0.404 -1.064 3.018
O -4.5684 -0.3622 -1.7627 -0.780 0.604 -1.131
H -0.9612 -4.7725 -2.3186 -0.579 0.321 -0.065
H -2.2952 -4.2304 -3.3570 0.077 0.111 0.425
H -2.6037 -5.0936 -1.8004 0.250 0.429 -0.627
H -1.9132 -3.4903 -0.3956 -0.350 0.502 -0.577
H 0.1941 -3.3026 -0.9404 -0.504 0.368 -0.310
H -0.2507 -1.6072 -0.8938 -0.135 -0.194 -0.660
H 0.0144 -2.5245 -2.4887 -0.369 0.539 0.424
H -2.7545 -1.2689 -0.5711 -0.040 -0.366 -0.584
H -3.9272 -2.5213 -0.8476 0.440 0.303 -0.500
H -1.2029 1.3878 -2.1150 0.221 -0.130 0.011
H -2.4080 0.8824 -5.1047 -0.305 0.071 -0.186
H -1.0601 -0.8261 -4.9816 0.248 0.002 -0.216
H -4.1042 -1.2949 -4.5972 -0.662 -0.268 0.500
H -3.7178 -2.8350 -3.9008 -0.343 0.573 0.310
H -5.4049 -2.6350 -5.8801 -0.687 0.237 0.097
H -7.2061 -2.6238 -5.5092 0.657 0.141 0.086
H -5.1792 -0.1586 -7.1496 0.084 0.091 0.790
H -5.8214 -4.3796 -4.7511 0.374 0.156 0.824
H -7.1968 -4.0420 -3.7260 0.721 -0.421 0.575
H -4.5831 -4.2994 -1.5604 -0.384 0.557 -0.749
H -7.8918 -1.9032 -3.6156 0.638 0.167 0.437
H -8.7336 -4.0115 -0.6958 -0.014 -0.235 0.215
H -8.6654 -0.4455 -1.0667 0.025 0.257 0.109
C -1.0896 -1.6545 2.2908 0.067 -0.053 -0.141
O 0.2890 -1.4795 2.0147 -0.195 0.066 0.200
C 0.7821 -0.2258 2.4747 0.389 -0.324 -0.171
C 1.5787 -0.3833 3.7569 -0.323 0.414 0.121
O 0.7397 -0.7605 4.8436 0.061 -0.264 -0.116
C 0.8493 -2.1373 5.1617 -0.072 0.103 0.091
H -1.3490 -2.6916 2.0745 0.076 0.014 -0.042
H -1.3215 -1.4480 3.3384 -0.018 0.042 -0.006
H -1.6855 -1.0011 1.6440 -0.091 0.028 0.070
H -0.0343 0.4895 2.6094 -0.010 -0.025 0.066
H 1.4451 0.1598 1.6941 -0.004 0.057 0.018
H 2.0210 0.5828 4.0167 0.083 -0.021 -0.041
H 2.3937 -1.1005 3.6246 -0.037 -0.020 -0.048
H 1.8152 -2.3382 5.6366 0.023 -0.104 -0.036
H 0.7364 -2.7672 4.2762 0.049 0.000 -0.019
H 0.0557 -2.3846 5.8669 0.023 0.087 0.009
C 5.3948 0.1895 5.8019 -0.054 -0.077 -0.125
O 4.7843 1.0961 4.8982 0.139 0.030 0.254
C 4.4618 2.3385 5.5122 -0.079 -0.002 -0.536
C 5.4575 3.4179 5.1280 0.023 0.073 0.504
O 6.7389 3.1634 5.6880 -0.037 -0.161 -0.227
C 7.6526 2.6408 4.7360 0.102 0.083 0.083
H 5.7708 -0.6566 5.2267 -0.066 0.040 -0.044
H 6.2313 0.6505 6.3323 -0.025 0.019 0.031
H 4.6569 -0.1769 6.5230 0.058 -0.011 0.083
H 4.4018 2.2333 6.5990 0.072 0.025 0.004
H 3.4716 2.6271 5.1448 -0.018 0.050 0.050
H 5.1146 4.3732 5.5378 -0.053 0.010 -0.032
H 5.5195 3.5204 4.0402 -0.009 -0.086 -0.009
H 7.9441 3.4237 4.0286 0.001 -0.086 -0.120
H 7.2303 1.7923 4.1928 -0.032 0.033 -0.038
H 8.5409 2.3029 5.2697 -0.054 0.070 0.067
C 7.8852 6.3475 -1.4976 -0.036 0.137 -0.001
O 6.7880 6.7854 -0.7128 0.159 -0.253 -0.020
C 5.9931 5.7059 -0.2367 -0.131 0.474 0.194
C 6.2731 5.4199 1.2274 0.032 -0.487 -0.177
O 7.5822 4.8947 1.4113 0.018 0.294 0.023
C 8.4876 5.8640 1.9144 0.063 -0.137 0.016
H 8.5370 7.2034 -1.6714 -0.086 0.027 0.014
H 8.4593 5.5689 -0.9898 -0.025 -0.037 -0.017
H 7.5315 5.9744 -2.4640 0.074 -0.075 -0.018
H 6.1471 4.8095 -0.8438 0.054 -0.029 0.057
H 4.9473 6.0109 -0.3415 -0.025 -0.059 0.013
H 5.5713 4.6551 1.5753 -0.053 0.025 -0.007
H 6.1224 6.3168 1.8353 0.026 0.045 -0.070
H 8.2606 6.0829 2.9630 0.027 0.104 0.006
H 8.4574 6.7869 1.3308 -0.043 0.018 0.021
H 9.4934 5.4484 1.8548 -0.063 -0.071 0.008
```
Forces are in eV/Å.


- maximum force of number 2 (C22H53NO17P2S3)?
  0.14620 Eh/bohr


- Among the records above, which one has the highest maximum force?
  C22H53NO17P2S3


- Among the records above, which one has the lowest total charge?
  C22H53NO17P2S3


- Which of these has the highest total energy?
  C22H53N7O7